(1)
{"formula": "C35H36FN6O14Pd", "method": "ωB97M-V/def2-TZVPD", "species": ["Pd", "C", "C", "C", "C", "C", "C", "C", "F", "C", "C", "C", "O", "C", "C", "N", "C", "C", "O", "O", "H", "H", "H", "H", "H", "H", "H", "H", "H", "H", "H", "C", "C", "N", "C", "C", "C", "O", "C", "C", "C", "C", "N", "C", "H", "H", "H", "H", "H", "H", "H", "H", "H", "H", "H", "H", "H", "H", "O", "N", "O", "C", "C", "C", "C", "O", "C", "C", "N", "O", "O", "N", "O", "O", "H", "H", "C", "O", "C", "C", "H", "H", "H", "H", "H", "H", "C", "C", "O", "O", "H", "H", "H"], "xyz": [[0.4408, 1.0456, 0.0952], [5.7747, -4.5162, -1.5681], [4.5355, -4.6896, -2.4341], [4.8988, -5.0792, -3.8642], [3.6307, -5.4658, -4.6111], [2.5734, -4.4023, -4.4451], [1.5216, -4.3463, -5.3406], [0.5849, -3.3302, -5.2384], [-0.4251, -3.3009, -6.1196], [0.6835, -2.3374, -4.3039], [1.7438, -2.3673, -3.3881], [1.9261, -1.3101, -2.4397], [1.0669, -0.3302, -2.5597], [2.9803, -1.4095, -1.5230], [3.8094, -2.4921, -1.5914], [3.6929, -3.4826, -2.4958], [2.6724, -3.4325, -3.4363], [3.1469, -0.5256, -0.2890], [4.2803, -0.2183, 0.0567], [2.0483, -0.3555, 0.3266], [6.4117, -5.3892, -1.7003], [5.5287, -4.4448, -0.5092], [6.3439, -3.6319, -1.8578], [3.9205, -5.4907, -2.0082], [5.6066, -5.9073, -3.8510], [5.3764, -4.2218, -4.3459], [3.2651, -6.4277, -4.2401], [3.8381, -5.5981, -5.6740], [1.4393, -5.0826, -6.1293], [-0.0431, -1.5384, -4.2683], [4.5972, -2.5781, -0.8607], [-4.0318, -0.6868, 6.1448], [-3.6950, 0.7933, 5.9933], [-2.5884, 1.0404, 5.0760], [-2.9243, 1.6433, 3.7824], [-3.6515, 0.6842, 2.8431], [-1.3397, 0.8040, 5.5533], [-1.1427, 0.4431, 6.7110], [-0.1775, 1.0175, 4.6321], [0.8920, 1.7986, 5.0499], [1.9615, 1.9942, 4.1914], [1.9162, 1.4199, 2.9296], [0.9025, 0.6530, 2.5408], [-0.0937, 0.4264, 3.3805], [-4.8414, -0.8123, 6.8664], [-3.1576, -1.2230, 6.5101], [-4.3426, -1.1205, 5.1939], [-3.4202, 1.1929, 6.9714], [-4.5598, 1.3430, 5.6212], [-2.0270, 2.0202, 3.3018], [-3.5623, 2.5100, 3.9797], [-3.0838, -0.2378, 2.7107], [-3.7770, 1.1496, 1.8643], [-4.6402, 0.4246, 3.2267], [0.8645, 2.2552, 6.0312], [2.8049, 2.6057, 4.4828], [2.7114, 1.5583, 2.2065], [-0.8723, -0.2344, 3.0153], [-7.2957, 0.4146, -0.8743], [-6.8013, 1.5338, -0.9074], [-7.4730, 2.5521, -1.0384], [-5.3751, 1.6562, -0.7564], [-4.5850, 0.5090, -0.6645], [-3.1979, 0.6140, -0.5689], [-2.5446, 1.9071, -0.6789], [-1.2986, 2.0452, -0.7820], [-3.4324, 3.0483, -0.6815], [-4.8161, 2.9167, -0.7183], [-2.9153, 4.3880, -0.6436], [-3.6775, 5.2694, -0.2402], [-1.7885, 4.6404, -1.0413], [-2.4693, -0.5531, -0.4282], [-3.0710, -1.6631, -0.4702], [-1.1869, -0.5502, -0.2109], [-5.0354, -0.4692, -0.6635], [-5.4398, 3.7944, -0.7522], [3.3132, 1.5960, -2.9264], [2.4656, 1.3698, -1.7967], [1.1809, 0.9638, -2.0553], [0.3703, 1.8864, -2.9240], [3.0006, 2.4870, -3.4728], [3.3208, 0.7331, -3.6003], [4.3101, 1.7396, -2.5181], [0.8540, 2.0031, -3.9024], [0.2646, 2.8535, -2.4394], [-0.6200, 1.4667, -3.0776], [0.2700, 4.9234, 1.7383], [0.2607, 3.4951, 1.2332], [-0.5952, 2.6910, 1.6642], [1.1629, 3.1562, 0.4106], [-0.7233, 5.2039, 2.0802], [0.6005, 5.5841, 0.9402], [0.9725, 4.9878, 2.5716]], "forces_ev_per_a": [[-1.9, 0.2, 1.3], [-0.1, 0.1, 0.0], [0.4, -0.3, -0.1], [-0.2, 0.0, 0.1], [0.1, 0.0, 0.0], [-0.1, -0.3, -0.4], [0.3, -0.1, 0.3], [-0.1, 0.3, 0.2], [0.0, -0.1, -0.1], [-0.1, 0.0, -0.1], [0.2, -0.5, -0.2], [0.0, 0.2, 0.3], [0.3, -0.9, -0.6], [-0.3, 0.4, 0.1], [0.0, -0.5, -0.4], [0.0, 0.3, 0.2], [-0.2, 0.3, 0.1], [-0.1, -0.1, 0.1], [0.0, -0.1, -0.1], [0.3, 0.0, -0.3], [0.0, 0.0, 0.0], [0.0, 0.0, 0.0], [0.0, 0.0, 0.0], [0.0, 0.0, 0.0], [0.0, 0.0, 0.0], [0.1, 0.0, 0.0], [0.0, 0.0, 0.0], [0.0, 0.0, 0.0], [0.0, 0.0, 0.0], [0.0, 0.0, 0.0], [0.0, 0.1, 0.0], [0.0, 0.1, 0.0], [0.0, -0.1, 0.1], [0.0, 0.0, 0.0], [0.0, -0.1, -0.1], [0.1, 0.1, 0.2], [-0.1, 0.1, 0.0], [0.0, 0.0, 0.0], [0.1, -0.1, 0.0], [-0.1, 0.1, -0.1], [0.0, 0.0, 0.0], [0.1, -0.2, 0.2], [0.2, 0.0, -0.2], [-0.3, 0.1, 0.0], [0.0, 0.0, 0.0], [0.0, 0.0, 0.0], [0.0, 0.0, 0.0], [0.0, 0.0, 0.0], [0.0, 0.0, 0.0], [0.1, 0.0, 0.0], [0.0, 0.0, 0.0], [0.0, 0.0, -0.1], [0.0, 0.0, 0.1], [0.0, 0.0, 0.0], [0.0, 0.0, 0.0], [0.0, 0.0, 0.0], [0.0, 0.0, 0.0], [-0.1, 0.1, 0.0], [0.1, 0.1, -0.1], [-0.5, 0.0, 0.2], [0.2, -0.1, 0.0], [0.6, 0.4, 0.0], [0.1, -0.2, -0.1], [-0.3, 0.1, -0.1], [-0.1, 0.2, 0.1], [0.3, 0.3, -0.3], [0.2, -0.8, 0.1], [-0.3, -0.1, -0.1], [-0.1, 0.7, -0.2], [0.1, -0.2, 0.1], [0.0, -0.3, 0.1], [-0.2, 0.1, 0.0], [0.1, 0.0, 0.0], [0.9, -0.4, 0.2], [0.0, 0.0, 0.0], [0.0, 0.0, 0.0], [-0.1, 0.1, 0.1], [0.2, -0.3, -0.5], [0.0, 1.4, 0.3], [0.1, -0.3, -0.1], [0.0, 0.0, 0.0], [0.0, 0.0, 0.0], [0.0, 0.0, 0.0], [0.0, 0.0, 0.0], [0.0, 0.0, 0.0], [0.0, 0.1, 0.0], [0.0, -0.2, -0.1], [0.0, 0.2, 0.1], [0.0, 0.0, -0.2], [0.2, -0.3, -0.1], [0.0, 0.0, 0.0], [0.0, 0.0, 0.0], [0.0, 0.0, 0.0]], "molar_mass_g_mol": 890.12, "multiplicity": 5, "energy_ev": -80673.382, "e_above_lowest_ev": 1.4962, "charge": -1}

(2)
{"formula": "C5H13NO2", "method": "ωB97M-V/def2-TZVPD", "species": ["C", "C", "O", "C", "C", "N", "C", "O", "H", "H", "H", "H", "H", "H", "H", "H", "H", "H", "H", "H", "H"], "xyz": [[-1.8168, 0.2351, 1.7784], [-0.2686, 0.4481, 1.9761], [0.1279, -0.2644, 3.1171], [0.7343, -0.0102, 0.8047], [0.1142, 0.4235, -0.5703], [-0.1544, -0.6789, -1.5147], [0.8433, -0.9661, -2.5024], [1.0730, 0.0784, -3.4238], [-2.0570, -0.3508, 0.8687], [-2.3068, 1.2536, 1.7034], [-2.2693, -0.3378, 2.5272], [-0.1047, 1.4870, 1.9428], [1.0277, -0.1706, 3.1540], [1.7299, 0.3229, 1.0137], [0.8234, -1.0643, 0.8400], [0.9352, 1.1196, -1.0857], [-0.6741, 1.2113, -0.5570], [-1.1658, -0.6690, -1.8963], [1.8881, -1.1460, -2.1763], [0.4911, -1.8992, -3.0146], [1.0293, 0.9778, -2.9848]], "forces_ev_per_a": [[1.0, 1.4, -2.1], [-0.1, -2.3, -2.1], [-3.3, 0.3, 0.5], [-3.4, 0.7, -0.1], [3.0, 1.8, -1.8], [-2.0, 0.3, 0.5], [0.1, -0.4, -0.1], [-0.6, 1.9, -0.8], [0.3, 0.5, 0.2], [0.3, -1.3, 0.1], [-0.3, -0.6, 1.6], [0.2, 1.7, 1.1], [3.6, 0.1, 0.5], [0.5, 0.9, 0.0], [-0.3, -1.3, -0.2], [-1.2, -1.3, 0.9], [0.0, -1.2, 0.6], [2.6, 0.0, 0.7], [-0.9, -0.5, 1.1], [0.4, 1.1, -0.1], [0.1, -1.8, -0.5]], "molar_mass_g_mol": 119.16, "energy_ev": -10978.875, "e_above_lowest_ev": 3.0039, "smiles": "C[C@@H](O)CCNCO", "charge": 0}

(3)
{"formula": "C13H20BN6Se2Zn", "method": "ωB97M-V/def2-TZVPD", "species": ["Zn", "C", "C", "N", "N", "C", "B", "N", "C", "C", "C", "N", "N", "C", "C", "C", "N", "H", "H", "H", "H", "H", "H", "H", "H", "H", "H", "C", "Se", "C", "C", "Se", "C", "H", "H", "H", "H", "H", "H", "H", "H", "H", "H"], "xyz": [[0.0991, -0.1792, 0.2013], [-2.9172, 2.6831, -0.0259], [-1.5884, 2.4658, 0.3053], [-1.3118, 1.1651, 0.2247], [-2.4393, 0.5324, -0.1410], [-3.4154, 1.4248, -0.3052], [-2.5453, -0.9961, -0.2803], [-1.6248, -1.4546, -1.4254], [-1.9240, -2.0653, -2.5733], [-0.7485, -2.3429, -3.2450], [0.2518, -1.8465, -2.4207], [-0.2947, -1.3156, -1.3271], [-2.0125, -1.6371, 1.0062], [-2.6238, -2.5538, 1.7588], [-1.7668, -2.9385, 2.7711], [-0.6183, -2.1887, 2.5574], [-0.7767, -1.4084, 1.4903], [-3.4418, 3.6120, -0.0618], [-0.8393, 3.1728, 0.6086], [-4.3936, 1.1202, -0.6114], [-3.6639, -1.3033, -0.4905], [-2.9398, -2.2591, -2.8472], [-0.6456, -2.8207, -4.1946], [1.3189, -1.8593, -2.5443], [-3.6153, -2.8826, 1.5287], [-1.9578, -3.6566, 3.5400], [0.2993, -2.1793, 3.1137], [-0.7886, 3.0682, -3.7794], [-0.3415, 1.2887, -3.1112], [1.6251, 1.5111, -3.1515], [2.2219, 1.9908, -1.8410], [2.5061, 0.5597, -0.4883], [3.3199, 1.7010, 0.8685], [-0.5579, 3.1294, -4.8397], [-0.2248, 3.8086, -3.2208], [-1.8532, 3.2124, -3.6225], [1.8103, 2.2556, -3.9284], [2.0632, 0.5663, -3.4749], [1.6000, 2.7615, -1.3765], [3.2271, 2.3891, -2.0209], [2.7474, 2.6173, 0.9740], [4.3380, 1.9191, 0.5546], [3.3366, 1.1541, 1.8068]], "forces_ev_per_a": [[1.7, 0.6, 0.3], [0.0, -0.1, -0.1], [0.0, -0.2, 0.0], [0.0, 0.3, 0.2], [-0.5, 0.3, -0.1], [0.0, 0.3, 0.0], [0.4, 0.1, -0.1], [-0.2, -0.2, -0.4], [0.2, -0.1, -0.2], [-0.1, 0.0, 0.1], [-0.2, -0.1, 0.1], [0.2, -0.3, -0.4], [-0.5, -0.3, 0.2], [0.1, -0.2, 0.3], [-0.1, 0.0, -0.1], [0.0, 0.0, -0.1], [0.3, 0.0, 0.3], [-0.1, 0.3, 0.0], [0.1, 0.1, 0.0], [-0.3, -0.1, 0.0], [-0.3, -0.1, 0.0], [-0.3, -0.1, 0.0], [0.1, -0.1, -0.2], [0.2, 0.0, 0.0], [-0.3, 0.0, -0.1], [0.0, -0.1, 0.2], [0.1, 0.0, 0.1], [0.2, -0.2, 0.0], [0.3, 0.2, -0.2], [-0.5, -0.2, 0.1], [0.1, 0.1, 0.1], [-0.4, 0.2, -0.1], [0.0, -0.1, -0.1], [0.0, 0.0, 0.0], [-0.1, 0.1, 0.0], [0.0, 0.0, 0.0], [0.1, -0.1, 0.1], [0.0, 0.1, 0.0], [0.1, -0.1, 0.0], [-0.1, -0.1, 0.2], [0.0, 0.0, 0.0], [-0.1, 0.0, 0.0], [0.0, 0.0, 0.0]], "molar_mass_g_mol": 494.47, "energy_ev": -202530.255, "charge": 1}

(4)
{"formula": "BrH14O7", "method": "ωB97M-V/def2-TZVPD", "species": ["Br", "O", "H", "H", "O", "H", "H", "O", "H", "H", "O", "H", "H", "O", "H", "H", "O", "H", "H", "O", "H", "H"], "xyz": [[0.1070, -0.3852, 0.3925], [-0.4970, 0.7548, -2.8675], [0.3380, 0.7378, -3.3115], [-0.2460, 0.8918, -1.8795], [1.4010, -3.5972, -0.6295], [0.8510, -3.8552, -1.4035], [1.1830, -2.8002, -0.2655], [-3.1430, 1.3318, 0.0745], [-2.3340, 1.3258, 0.4895], [-3.8720, 1.2568, 0.7895], [3.2460, 0.5158, 0.2775], [3.0290, 1.4778, -0.1275], [2.2260, 0.4658, 0.5245], [0.9560, 3.1348, 0.5215], [0.5350, 3.5458, -0.3245], [0.6270, 2.3048, 0.3695], [-2.6580, -1.4352, -1.0635], [-3.4100, -0.8912, -0.6065], [-1.8780, -1.2172, -0.5185], [1.3030, -1.5052, 3.4415], [1.2500, -0.6472, 3.6015], [0.9860, -1.4092, 2.5145]], "forces_ev_per_a": [[-0.1, 0.4, 0.2], [-0.1, 0.7, 2.6], [0.8, -0.1, -0.3], [-0.7, -0.8, -2.3], [1.0, -4.5, -2.2], [0.4, 1.0, 1.2], [-1.4, 3.5, 1.0], [-5.3, 0.0, 0.0], [3.0, -0.3, 1.8], [2.2, 0.3, -1.7], [-3.9, 4.0, -0.8], [1.6, -2.9, 1.1], [2.6, -1.1, -0.3], [-0.2, 4.5, -2.4], [1.3, -0.4, 2.3], [-1.2, -4.2, 0.2], [-2.2, 1.1, 1.4], [2.3, -1.4, -1.4], [-0.2, 0.0, -0.3], [-0.2, -5.3, -2.3], [0.0, 6.2, 2.1], [0.2, -1.0, 0.2]], "molar_mass_g_mol": 206.01, "energy_ev": -84604.451, "e_above_lowest_ev": 2.3756, "charge": -1}